1.
Entry from the Open Molecules 2025 dataset: 10 unconnected molecules or ions with the total composition C13H25Cl18N2O2 in a non-equilibrium geometry (ωB97M-V/def2-TZVPD).

Energy above the lowest of the compared OMol25 structures with the same formula, charge and spin, kcal/mol: 0.0
Maximum force, eV/Å: 2.66
2S+1: 1
DFT total energy, eV: -246355.233
LUMO energy, eV: -4.44
Total charge: +1

XYZ file:
```
60
Properties=species:S:1:pos:R:3:forces:R:3
O 2.437832 -4.066761 -1.031834 -0.08 -0.40 -0.30
N 1.948323 -4.216459 -2.073005 0.77 0.46 0.09
O 0.612408 -4.656699 -1.936094 -1.31 -0.29 0.10
C -0.152163 -4.187910 -3.077957 1.04 -1.24 0.54
C -1.659166 -4.264438 -2.793593 1.56 0.19 0.87
C -1.635778 -3.362658 -1.507025 -1.14 1.06 -2.15
C -0.769654 -2.252423 -2.124136 -0.22 -0.85 0.28
N 0.028790 -2.713748 -3.022430 -0.81 -0.14 -0.07
H 0.267039 -4.746144 -3.916902 -0.29 0.87 -0.53
H -2.082076 -3.641716 -3.585632 -0.47 -0.61 -0.03
H -2.091847 -5.258650 -2.720195 0.09 0.11 0.07
H -2.642624 -2.949967 -1.391142 0.22 -0.01 0.63
H -1.253682 -3.835904 -0.605947 0.13 0.20 -0.09
H -0.857130 -1.205996 -1.881523 -0.07 0.04 -0.39
H 0.689199 -2.195404 -3.613431 -0.01 0.24 0.19
C 0.991173 0.158989 1.168066 0.11 0.08 0.57
Cl 0.537749 -0.813594 -0.263930 0.56 0.37 0.53
Cl -0.025862 -0.241170 2.547590 0.02 -0.02 -0.09
H 2.032845 -0.052685 1.410779 -0.54 -0.10 -0.09
H 0.864967 1.208752 0.924651 -0.10 -0.05 -0.10
C -1.652541 2.934840 3.615580 -0.02 0.01 0.13
Cl -0.683976 3.784113 2.395637 0.03 -0.24 -0.03
Cl -1.654625 3.795416 5.157016 0.02 -0.07 -0.04
H -2.669507 2.855775 3.258231 0.00 0.11 -0.04
H -1.230485 1.948639 3.763605 0.10 0.05 0.01
C 4.673991 1.507581 2.663019 0.19 0.06 0.24
Cl 4.190490 0.565711 1.239412 0.64 -0.02 -0.19
Cl 3.640560 1.145700 4.045774 -0.02 0.04 -0.04
H 5.699666 1.256957 2.908694 -0.06 -0.15 -0.02
H 4.589351 2.559720 2.425937 -0.08 -0.02 -0.07
C -4.396665 0.798165 5.354841 -0.06 0.06 0.20
Cl -3.610845 -0.335075 4.240559 0.04 -0.06 0.00
Cl -4.839056 2.304441 4.547440 -0.24 -0.05 0.07
H -5.293910 0.333997 5.748591 -0.01 -0.04 -0.13
H -3.706399 1.024676 6.160082 0.07 0.03 -0.09
C -0.588681 7.003038 0.854608 -0.10 -0.03 0.05
Cl -1.189790 8.505173 1.557474 -0.02 -0.05 -0.01
Cl 1.076828 7.172294 0.272703 0.05 -0.08 -0.05
H -0.611089 6.227896 1.611581 0.05 0.15 0.01
H -1.222191 6.730983 0.017810 0.05 0.08 -0.04
C 2.637596 0.358986 -3.254517 0.08 0.24 0.15
Cl 2.601185 2.020809 -3.842616 -0.01 -0.05 0.06
Cl 2.193208 -0.792478 -4.535954 0.12 0.26 0.34
H 3.641480 0.126501 -2.915549 0.01 -0.03 -0.12
H 1.934327 0.261098 -2.435444 -0.04 -0.01 -0.05
C 2.726539 -2.702032 -7.827231 0.16 0.04 -0.32
Cl 2.235688 -3.711516 -9.182406 0.03 0.05 0.06
Cl 1.755265 -3.041156 -6.377748 -0.16 -0.40 -0.16
H 3.766946 -2.900644 -7.597074 -0.06 -0.09 0.08
H 2.591325 -1.660257 -8.095394 -0.11 -0.02 0.06
C -5.941610 -3.302917 4.976041 0.10 -0.08 -0.02
Cl -6.485035 -2.360713 6.368927 0.05 0.02 0.03
Cl -6.866240 -2.914663 3.520869 0.05 -0.02 -0.03
H -4.896698 -3.078672 4.793766 -0.04 0.10 -0.01
H -6.067068 -4.356138 5.199740 -0.11 0.04 0.01
C 3.205273 3.853009 -0.355954 0.03 0.05 -0.11
Cl 2.498262 3.514095 1.230064 -0.26 0.22 -0.08
Cl 4.951534 4.094098 -0.250725 -0.01 -0.02 -0.04
H 3.008437 3.013215 -1.012475 0.05 -0.05 0.06
H 2.748145 4.753942 -0.751252 0.02 0.04 0.12
```
Positions in Å, forces in eV/Å.



2.
Entry from the Open Molecules 2025 dataset: a molecular structure, C13H25Cl3O2RuSi in a non-equilibrium geometry (ωB97M-V/def2-TZVPD).

Energy above the lowest of the compared OMol25 structures with the same formula, charge and spin, kcal/mol: 4.9
Maximum force, eV/Å: 3.71
2S+1: 5
DFT total energy, eV: -66011.125
LUMO energy (spin up / spin down), eV: 5.17 / 4.99
Total charge: -2

XYZ file:
```
45
Properties=species:S:1:pos:R:3:forces:R:3
C -0.739177 0.786216 -1.751916 0.95 -1.00 -1.05
C -0.865547 -0.612669 -2.161281 1.91 1.06 -0.59
C 0.445457 -1.137329 -2.292620 -1.27 0.71 -0.25
C -2.116178 -1.268608 -2.534147 -0.83 -0.58 0.19
C 1.385035 -0.142057 -1.956974 -0.74 0.83 -0.52
C 0.695611 1.064237 -1.658379 -0.25 -1.12 -0.66
C 1.326196 2.403674 -1.658413 0.19 0.59 0.40
C -1.792180 1.792797 -1.982385 -0.53 0.56 -0.20
C 0.751283 -2.503654 -2.771219 0.14 -0.65 0.20
C 2.854013 -0.266367 -2.002324 0.56 -0.09 0.37
Ru -0.464646 0.251691 0.282441 3.03 1.25 1.74
Cl -3.082789 -3.470699 -0.007373 -0.25 -0.49 -0.08
Cl -2.587110 -0.113929 0.755830 -2.34 -0.03 0.58
Cl 0.201981 -1.880142 0.609459 0.33 -1.33 0.01
H -2.948819 -0.588896 -2.342888 -0.11 -0.24 0.04
H -2.280372 -2.183086 -1.936745 -0.17 0.23 -0.10
H -2.157477 -1.537956 -3.598690 0.17 0.03 0.01
H -0.003376 -3.223991 -2.423444 0.15 0.19 -0.03
H 1.727207 -2.833372 -2.392104 -0.14 -0.03 -0.08
H 0.785646 -2.563287 -3.872169 -0.02 0.08 0.19
H 3.176406 -1.158485 -1.453537 0.12 0.05 -0.05
H 3.311115 0.607680 -1.530949 0.09 -0.17 0.04
H 3.272432 -0.321344 -3.014769 -0.14 -0.10 -0.06
H 2.298615 2.358124 -1.155335 -0.17 0.22 0.12
H 0.684450 3.120925 -1.143643 0.23 -0.07 0.14
H 1.529005 2.821261 -2.657140 -0.18 -0.37 -0.10
H -2.738412 1.397578 -1.612740 -0.07 0.28 0.08
H -1.931370 2.034950 -3.047885 0.16 -0.14 0.04
H -1.550369 2.722896 -1.468078 -0.17 -0.02 0.16
O -0.285347 2.145893 0.695625 -0.26 -0.12 0.09
H 0.172673 1.970453 1.557296 -0.34 0.15 -0.40
C 1.567986 -0.938732 4.573270 0.21 0.03 -0.03
Si 0.148799 0.038098 3.802904 0.29 0.66 -1.16
C -1.441019 -0.877359 4.209762 0.02 0.01 -0.05
C -0.010475 1.778975 4.572058 0.10 0.13 0.31
O 0.528271 0.383284 2.251877 -0.50 -0.16 0.60
H 1.470662 -0.955475 5.666499 0.16 -0.14 -0.08
H 2.536846 -0.501424 4.288354 -0.24 0.05 0.19
H 1.581105 -1.964030 4.177490 -0.17 0.16 0.16
H -1.551434 -0.978186 5.300817 0.04 0.01 -0.17
H -2.306827 -0.335837 3.819377 0.04 -0.03 0.01
H -1.457889 -1.872574 3.758037 0.00 0.03 0.00
H 0.847056 2.400592 4.278934 -0.09 -0.16 -0.02
H -0.905400 2.261241 4.157719 0.09 -0.13 -0.06
H -0.094637 1.852220 5.661796 -0.02 -0.16 0.07
```
Positions in Å, forces in eV/Å.



3.
Entry from the Open Molecules 2025 dataset: a molecular structure, C13H25ClN5O7PTi (ωB97M-V/def2-TZVPD).

Energy above the lowest of the compared OMol25 structures with the same formula, charge and spin, kcal/mol: 12.2
Maximum force, eV/Å: 0.23
2S+1: 3
DFT total energy, eV: -80579.841
LUMO energy (spin up / spin down), eV: -5.54 / -5.54
Total charge: +2

XYZ file:
```
53
Properties=species:S:1:pos:R:3:forces:R:3
Ti 0.501111 -0.217703 0.566696 0.02 0.07 0.02
O 1.851509 0.144733 4.126583 -0.02 0.00 -0.06
Cl 1.558943 -0.817123 3.138293 0.07 -0.14 0.07
O 1.806726 -2.147468 3.560056 -0.01 0.09 -0.02
O 0.139025 -0.693929 2.697810 0.01 -0.03 0.01
O 2.301162 -0.535399 1.888568 -0.03 0.01 0.06
O 2.173655 -0.236246 -0.866641 0.08 -0.04 -0.02
C 2.902597 0.988476 -1.168457 -0.03 0.03 -0.04
C 2.059356 1.821702 -2.106310 -0.02 0.00 0.03
C 0.651194 2.120512 -1.570368 0.01 -0.02 0.00
C 0.667356 2.802284 -0.227342 0.02 -0.02 -0.04
C 0.768298 4.181005 -0.120507 0.00 0.02 0.00
C 0.849300 4.764482 1.134555 0.00 -0.04 0.00
C 0.821558 3.946282 2.253340 0.02 0.02 -0.02
C 0.717376 2.580594 2.071794 -0.02 0.01 0.04
N 0.641316 2.010791 0.859740 -0.07 -0.04 0.00
H 2.798632 -0.868265 -0.485591 0.03 0.00 -0.02
H 3.845625 0.720011 -1.642187 0.00 0.00 0.01
H 3.113145 1.508292 -0.231881 0.00 -0.01 0.00
H 1.969387 1.313079 -3.067398 0.00 0.01 0.00
H 2.589542 2.759323 -2.285318 0.01 0.00 0.00
H 0.067554 1.190574 -1.531429 0.01 0.06 0.00
H 0.136655 2.751034 -2.296894 -0.01 -0.01 0.00
H 0.792879 4.785464 -1.017943 0.00 0.01 0.00
H 0.937642 5.837775 1.236421 0.00 0.00 0.00
H 0.887308 4.350114 3.253244 0.00 0.01 0.00
H 0.699369 1.912461 2.922505 0.00 0.01 -0.01
N -3.663061 1.627610 0.010170 0.03 0.01 -0.02
C -3.986886 0.381869 -0.766657 -0.04 -0.01 -0.03
P -2.401096 -0.550198 -0.974318 0.02 0.07 0.22
O -1.807213 -0.437088 -2.325585 -0.03 -0.01 -0.02
O -1.643653 -0.082684 0.257164 -0.03 -0.03 -0.20
C -2.864151 -2.329254 -0.821675 0.01 -0.03 -0.01
N -1.853669 -3.055653 -1.653185 0.12 0.05 0.04
H -3.334726 2.375534 -0.603544 -0.01 0.00 0.00
H -2.880599 1.385924 0.646645 0.00 0.00 0.01
H -4.461010 1.983271 0.538333 0.00 -0.01 0.00
H -4.441061 0.651481 -1.717108 0.00 0.00 0.00
H -4.697243 -0.195548 -0.175907 -0.01 0.01 -0.01
H -3.849818 -2.507908 -1.250458 0.00 -0.01 0.00
H -2.833224 -2.703581 0.199060 0.02 0.01 0.00
H -2.138220 -4.004712 -1.894122 0.00 0.00 0.00
H -0.948299 -3.077689 -1.143733 -0.12 -0.02 -0.03
H -1.695608 -2.491845 -2.505000 0.00 -0.01 0.00
N 1.296860 -4.417509 1.045699 -0.03 -0.02 -0.05
C 1.887540 -4.324103 -0.190277 0.06 0.00 0.03
C 1.411677 -3.175814 -0.736622 -0.08 0.00 -0.02
N 0.525724 -2.566104 0.150075 0.06 0.00 0.08
C 0.493236 -3.360437 1.212747 -0.06 0.02 -0.03
H 1.475712 -5.126818 1.740535 0.00 -0.01 -0.01
H 2.583237 -5.058565 -0.555868 0.01 0.00 0.00
H 1.642253 -2.736811 -1.693154 0.02 0.00 -0.01
H -0.064904 -3.176219 2.115445 0.01 0.00 0.00
```
Positions in Å, forces in eV/Å.



4.
Entry from the Open Molecules 2025 dataset: a molecular structure, C13H25CoIN6O11PS in a non-equilibrium geometry (ωB97M-V/def2-TZVPD).

Energy above the lowest of the compared OMol25 structures with the same formula, charge and spin, kcal/mol: 0.0
Maximum force, eV/Å: 2.36
2S+1: 2
DFT total energy, eV: -111205.957
LUMO energy (spin up / spin down), eV: 2.31 / 2.31
Total charge: -1

XYZ file:
```
59
Properties=species:S:1:pos:R:3:forces:R:3
Co -0.836549 -1.548273 -0.258196 0.79 -1.49 0.43
O -4.388357 -0.209468 -0.919022 -0.14 0.02 -0.10
C -3.598781 -0.789300 -0.158242 -0.59 0.47 1.14
O -2.865122 -1.756748 -0.459922 0.93 -0.70 0.02
C -3.532986 -0.353877 1.333329 0.04 0.11 -0.44
O -2.188102 -0.466365 1.750772 -0.50 0.00 0.43
C -1.939068 -1.139292 2.961860 0.49 -0.23 0.09
C -0.598425 -1.914431 2.853713 -0.77 0.52 0.44
O -0.101079 -2.368497 3.874644 0.01 -0.04 0.23
O -0.118051 -2.027815 1.687090 -0.31 0.27 -1.41
H -3.600363 -0.280671 -2.322276 -0.24 -0.08 0.33
H -4.172418 -1.041843 1.902025 -0.01 0.09 -0.07
H -3.896701 0.675639 1.465277 0.04 -0.23 -0.11
H -2.711991 -1.887583 3.185845 0.01 0.13 -0.09
H -1.878754 -0.442717 3.814472 0.00 -0.16 -0.20
N 1.568952 -1.350061 -3.018148 -0.42 0.01 -0.12
C 2.032535 -1.107671 -1.780924 0.86 -0.28 -0.32
N 3.346136 -0.691021 -1.686221 0.11 0.02 0.11
O 1.429448 -1.381140 -0.745769 -0.51 0.03 0.40
H 1.934000 -0.820678 -3.792672 0.07 -0.02 0.05
H 0.546147 -1.516341 -3.033012 0.53 -0.02 -0.13
H 3.754991 -0.155621 -2.433032 -0.02 -0.03 0.00
H 3.634695 -0.452082 -0.750574 -0.06 0.10 -0.11
C 2.139737 3.420818 0.629932 0.14 0.20 0.00
N 1.473268 3.049863 1.864600 0.17 0.29 0.23
C 0.238152 3.814205 1.946084 0.02 0.23 0.13
N -0.641196 3.635337 0.807302 -0.14 0.32 0.11
C 0.083483 3.958723 -0.408082 0.01 0.28 -0.07
N 1.331652 3.230961 -0.560145 0.22 0.28 -0.21
C 1.089508 1.821508 -0.811014 -0.21 -0.46 0.09
P 0.109132 0.936873 0.533123 0.90 1.14 0.68
C 1.215881 1.615120 1.920357 -0.24 -0.46 -0.16
C -1.175082 2.286218 0.762799 -0.05 -0.43 -0.04
H 3.061724 2.837857 0.537056 -0.02 0.04 -0.03
H 2.397509 4.486369 0.694503 0.03 -0.11 0.01
H 0.506629 4.878401 2.003619 -0.04 -0.12 0.05
H -0.297086 3.531743 2.857448 0.02 0.03 -0.03
H 0.317245 5.032296 -0.388592 -0.06 -0.11 -0.05
H -0.552676 3.734227 -1.266079 -0.01 0.10 -0.02
H 2.069710 1.343169 -0.902812 -0.16 -0.07 -0.03
H 0.549397 1.701563 -1.754026 0.13 0.01 0.01
H 2.179507 1.093730 1.903435 -0.07 -0.07 0.03
H 0.741022 1.391095 2.880823 0.05 -0.08 0.01
H -1.696408 2.094850 1.704585 -0.06 -0.09 -0.05
H -1.887675 2.203157 -0.057603 -0.05 0.04 0.14
N 1.507867 -3.891529 0.805908 -0.10 0.27 0.19
C 0.907060 -3.972466 -0.386842 0.30 -0.69 0.21
O -0.250191 -3.632520 -0.590080 -0.28 0.28 -0.07
C 1.731865 -4.616731 -1.483095 -0.14 -0.08 -0.25
I 0.423070 -5.308675 -3.005242 0.22 -0.14 -0.17
H 1.024189 -3.225722 1.441462 0.18 -0.16 -0.01
H 2.507951 -3.978413 0.871507 -0.04 -0.08 -0.10
H 2.330274 -5.453799 -1.123816 -0.11 0.10 -0.01
H 2.379663 -3.874192 -1.945349 -0.02 0.04 0.01
O -0.707315 0.515883 -3.543942 -0.18 -0.02 -0.29
S -1.487506 -0.220339 -2.579310 -0.10 1.94 -1.34
O -1.005712 -1.603455 -2.478138 -0.34 -0.76 1.26
O -1.480500 0.407902 -1.258405 -0.61 0.01 -0.57
O -2.954302 -0.218173 -3.092988 0.30 -0.13 -0.22
```
Positions in Å, forces in eV/Å.